The following is a DFT calculation (wB97M-V/def2-TZVPD) of one molecule with the formula C19H21NO3.

As for the SMILES: COc1ccc(C(=O)Nc2cccc3c2CCCC3)cc1OC. The calculation puts the energy relative to the best compared isomer or geometry (same formula, charge and spin) at 1.190 eV.

Atoms and positions in Å:
O1 -0.613767 3.268081 -0.715215
O2 -3.892860 -2.119506 -0.375902
O3 -4.651192 0.211154 0.448125
N1 1.076413 1.943663 -0.081975
C1 3.692813 0.943572 -0.967008
C2 -3.356436 0.125415 0.041589
C3 -3.553485 -3.408377 -0.822018
C4 -0.741793 -0.265713 -0.849616
C5 0.998993 0.231640 1.638550
C6 -1.135407 0.976141 -0.381501
C7 1.656837 0.845828 0.575709
C8 1.580076 -0.836493 2.293503
C9 -2.942407 -1.148941 -0.414076
C10 3.506123 -0.670214 0.876668
C11 2.833152 -1.289238 1.916732
C12 4.123075 -0.220929 -1.869241
C13 -5.132163 1.464193 0.869285
C14 -0.234158 2.156996 -0.394709
C15 -1.643459 -1.318883 -0.864892
C16 -2.451433 1.168488 0.042600
C17 2.919600 0.393841 0.193944
C18 4.886996 -1.313073 -1.100936
C19 4.868432 -1.086940 0.417991
H1 -3.266134 -3.407273 -1.878792
H2 0.259101 -0.422336 -1.220026
H3 4.438057 -2.284657 -1.312761
H4 1.057120 -1.309518 3.110970
H5 5.190846 -1.993068 0.932374
H6 -6.180679 1.306948 1.117122
H7 -5.054719 2.213054 0.074718
H8 3.290385 -2.119324 2.435015
H9 5.925225 -1.355222 -1.433864
H10 5.578310 -0.292274 0.667066
H11 0.031549 0.598443 1.944502
H12 3.222455 -0.649239 -2.313444
H13 -2.743047 -3.841570 -0.226214
H14 4.735368 0.166390 -2.684791
H15 -4.453257 -4.008343 -0.695394
H16 -4.600330 1.822461 1.756974
H17 -1.316725 -2.276705 -1.236743
H18 1.672876 2.747655 -0.233553
H19 -2.732979 2.156905 0.368479
H20 3.094508 1.643918 -1.550403
H21 4.581234 1.470311 -0.606063

Force components x, y, z for each atom (eV/Å):
O -0.16 0.06 0.06
O 0.07 0.47 0.10
O 0.26 -0.31 -0.15
N 0.45 0.30 -0.15
C -0.07 -0.08 -0.13
C -0.06 -0.13 0.01
C 0.09 -0.24 -0.09
C -0.08 0.34 0.02
C 0.09 0.06 0.07
C -0.25 -0.29 -0.24
C 0.23 -0.35 0.38
C -0.08 0.02 0.01
C -0.17 0.04 0.06
C -0.02 -0.06 0.17
C 0.05 -0.01 -0.06
C 0.06 0.09 -0.06
C -0.07 0.22 0.07
C 0.01 0.12 -0.14
C -0.20 -0.19 -0.01
C -0.06 -0.02 0.05
C -0.18 0.14 -0.02
C 0.07 -0.03 0.04
C 0.01 -0.10 -0.10
H 0.00 0.01 0.05
H 0.10 -0.03 0.01
H 0.06 -0.02 -0.01
H -0.06 -0.04 0.08
H 0.04 0.06 0.06
H 0.07 0.06 0.00
H 0.01 -0.03 0.03
H 0.07 -0.09 0.05
H -0.01 -0.06 -0.03
H 0.06 -0.03 0.03
H -0.07 0.02 0.06
H 0.01 0.04 -0.05
H -0.02 0.03 -0.03
H -0.05 -0.03 -0.05
H 0.09 0.00 -0.03
H -0.01 -0.01 -0.04
H -0.03 -0.11 -0.03
H -0.22 -0.05 -0.01
H -0.09 0.08 0.02
H 0.06 0.05 0.05
H 0.01 0.09 -0.03

Löwdin population analysis, charges in e, atoms 1 to 4: 0.075, -0.060, -0.062, 0.139